Computed, not measured: a molecular structure, C19H32BeCl2N3O4 at a distorted geometry, with ωB97M-V/def2-TZVPD.

Cartesian coordinates (Å):
O: -2.0164 -0.0013 1.2020
C: -3.2076 -0.1213 0.8310
C: -4.3904 -0.4462 1.6710
C: -4.3294 -1.1645 2.8791
H: -3.3899 -1.5963 3.1958
C: -5.4745 -1.3748 3.6581
H: -5.4191 -1.9449 4.5933
C: -6.7175 -0.8796 3.2369
H: -7.6231 -1.0167 3.8477
C: -6.8051 -0.1966 2.0066
H: -7.7789 0.1633 1.6530
C: -5.6591 -0.0135 1.2318
H: -5.7446 0.4520 0.2508
H: -3.5065 0.0559 -0.2298
C: -2.7803 -1.9155 -2.5010
C: -2.3649 -0.5663 -3.0487
H: -2.7276 -2.6566 -3.3059
H: -3.8202 -1.8367 -2.1810
H: -2.1363 -2.3275 -1.7005
C: -1.1418 -0.3265 -3.5679
C: -0.0752 -1.3727 -3.6422
H: -0.9544 0.6266 -4.0620
H: -0.4383 -2.3304 -4.0512
H: 0.2918 -1.5971 -2.6252
H: 0.7815 -1.0402 -4.2468
Be: 0.0098 0.2868 1.2838
Cl: 0.6817 -1.5593 1.1585
Cl: -3.5594 0.6376 -3.2469
C: 3.5315 -1.2829 -0.8990
O: 3.4174 -0.0740 -0.6790
N: 4.6918 -1.9161 -1.1679
C: 5.9223 -1.1627 -1.2958
C: 4.7707 -3.3491 -1.3808
H: 2.6659 -1.9651 -0.8733
H: 5.7466 -0.1101 -1.0631
H: 6.3152 -1.2477 -2.3173
H: 6.6791 -1.5762 -0.6184
H: 3.7898 -3.7922 -1.2045
H: 5.4984 -3.8042 -0.7012
H: 5.0824 -3.5840 -2.4038
H: 2.7322 3.0964 -1.8039
H: 1.6910 5.1045 -1.0053
C: 1.8271 2.4837 -1.7645
C: 0.7180 4.6085 -0.9979
N: 0.8722 3.1549 -0.8731
H: 2.0817 1.4855 -1.3943
C: 0.0590 2.5019 -0.0590
O: -0.0436 1.2371 -0.0016
H: 0.1336 4.9941 -0.1519
H: -0.5604 3.1364 0.5963
H: 1.4304 2.4316 -2.7880
H: 0.2066 4.8743 -1.9316
C: 2.3937 1.9072 4.1933
C: 1.9025 0.8848 3.1855
N: 2.6193 -0.2241 3.0944
O: 0.8441 1.0647 2.4848
H: 3.1708 1.4902 4.8572
H: 1.5764 2.2718 4.8293
H: 2.8307 2.7701 3.6664
H: 2.3032 -0.9617 2.4601
H: 3.3960 -0.3854 3.7177

## Properties
HOMO energy (alpha / beta): -1.683 / 0.255 eV
total charge: -1
orbital gap (alpha / beta): 3.985 / 2.125 eV
relative energy (zero: lowest compared OMol25 entry of this formula, charge and spin): 3.999 eV
E_tot: -58331.0024 eV

Mulliken analysis output, partial charges in e: O -0.65; C -0.45; C 0.59; C -0.44; H 0.39; C -0.39; H 0.33; C -0.43; H 0.31; C -0.46; H 0.33; C -0.49; H 0.31; H 0.09; C -1.34; C 0.73; H 0.41; H 0.39; H 0.26; C -0.38; C -1.12; H 0.42; H 0.36; H 0.13; H 0.33; Be -0.52; Cl -0.22; Cl -0.25; C 0.32; O -0.43; N 0.57; C -1.22; C -1.03; H -0.01; H 0.26; H 0.31; H 0.37; H 0.21; H 0.34; H 0.35; H 0.39; H 0.40; C -0.88; C -1.21; N 1.46; H -0.05; C 0.07; O -0.56; H 0.24; H 0.26; H 0.28; H 0.29; C -2.64; C 2.17; N -0.76; O -0.68; H 0.79; H 0.14; H 0.23; H 0.24; H 0.51

Computed, not measured: a molecular structure, C19H32Cl2MnN8SSe at a distorted geometry, with ωB97M-V/def2-TZVPD.

Cartesian coordinates (Å):
Mn: 1.0217 -0.6477 -0.1109
C: 2.1566 -0.0646 3.9426
N: 3.3397 0.5123 3.3659
C: 3.4193 1.1155 2.1721
Se: 2.0722 1.3738 0.9174
N: 4.6789 1.5470 1.9794
C: 5.4481 1.2126 3.0711
C: 6.7850 1.4314 3.3691
C: 7.2414 0.9401 4.5758
C: 6.3987 0.2537 5.4540
C: 5.0642 0.0385 5.1668
C: 4.5911 0.5366 3.9587
H: 1.2741 0.3997 3.5021
H: 2.1506 0.1178 5.0148
H: 2.1243 -1.1430 3.7716
H: 4.9829 2.0793 1.1782
H: 7.4403 1.9520 2.6925
H: 8.2721 1.0920 4.8481
H: 6.8008 -0.1182 6.3826
H: 4.4279 -0.4910 5.8584
Cl: 2.9972 -2.1514 1.0167
C: 3.1806 -3.1400 -0.4351
Cl: 2.1592 -2.3902 -1.6716
H: 2.8189 -4.1466 -0.2265
H: 4.2237 -3.1361 -0.7498
C: -4.2852 -1.6380 3.1634
C: -4.3143 -3.0054 2.4907
C: -3.4596 -4.0161 3.2509
C: -3.9046 -2.8974 1.0055
N: -2.5365 -2.5031 0.8332
C: -1.4377 -3.2666 0.6993
N: -0.4006 -2.4694 0.5828
N: -0.8933 -1.2230 0.6554
N: -2.1568 -1.2427 0.8030
H: -4.5550 -1.7460 4.2097
H: -4.9905 -0.9546 2.6971
H: -3.2922 -1.1952 3.1091
H: -5.3454 -3.3658 2.4799
H: -2.4436 -3.6536 3.4000
H: -3.4199 -4.9720 2.7348
H: -3.8904 -4.1945 4.2315
H: -4.5191 -2.1391 0.5179
H: -4.0405 -3.8551 0.5015
H: -1.4186 -4.3365 0.6946
C: 1.2335 4.7762 -3.5938
C: 1.7337 4.2765 -2.2435
N: 1.1780 2.9706 -1.9161
C: 1.4085 1.7890 -2.4657
S: 0.2800 0.5255 -2.0985
N: 2.3948 1.4661 -3.2991
C: 3.7127 2.0732 -3.4197
C: 4.4704 1.9205 -2.1039
H: 1.6733 5.7425 -3.8169
H: 0.1541 4.8906 -3.5784
H: 1.4946 4.0859 -4.3910
H: 1.4165 4.9596 -1.4561
H: 2.8221 4.2326 -2.2192
H: 0.3359 3.0039 -1.3533
H: 2.3348 0.5130 -3.6351
H: 3.6293 3.1196 -3.7148
H: 4.2358 1.5465 -4.2181
H: 3.8891 2.3350 -1.2802
H: 5.4233 2.4321 -2.1638
H: 4.6553 0.8671 -1.9029

## Properties
HOMO energy (alpha / beta): -13.565 / -13.522 eV
total charge: +2
orbital gap (alpha / beta): 7.676 / 8.179 eV
<S²>: 0.9481
E_tot: -164675.4563 eV
spin multiplicity: 2

Mulliken analysis output, partial charges in e: Mn 0.64; C -1.15; N 0.47; C -0.31; Se -0.24; N 0.14; C 0.48; C -0.82; C -0.54; C -0.67; C -0.66; C 0.82; H 0.38; H 0.36; H 0.37; H 0.22; H 0.42; H 0.42; H 0.41; H 0.40; Cl 0.00; C -0.42; Cl -0.07; H 0.36; H 0.36; C -1.37; C 0.68; C -1.47; C -1.04; N 0.66; C -0.27; N 0.03; N 0.19; N -0.94; H 0.41; H 0.38; H 0.28; H 0.33; H 0.31; H 0.36; H 0.43; H 0.36; H 0.45; H 0.44; C -1.17; C -0.50; N 0.06; C 0.08; S -0.40; N -0.03; C -0.74; C -0.65; H 0.38; H 0.37; H 0.30; H 0.46; H 0.17; H 0.36; H 0.29; H 0.17; H 0.47; H -0.03; H 0.45; H 0.33

Computed, not measured: a molecular structure, C19H32FN6O2STi, with ωB97M-V/def2-TZVPD.

Cartesian coordinates (Å):
Ti: 0.4254 -0.9343 0.8029
C: -2.0536 3.0490 1.2381
C: -1.4694 1.6828 1.1047
N: -0.4260 1.3922 0.4045
O: 0.2160 2.4158 -0.2347
C: -2.0829 0.4734 1.7309
C: -3.4866 0.3633 2.1992
N: -1.2074 -0.4461 1.6907
O: -1.1615 -1.7657 1.6954
H: -1.3609 3.7202 1.7572
H: -2.9729 3.0307 1.8171
H: -2.2830 3.4796 0.2596
H: -0.1455 3.2660 0.0680
H: -4.1723 0.7758 1.4576
H: -3.6205 0.9315 3.1230
H: -3.7438 -0.6753 2.3936
N: -0.3329 -6.0043 0.1154
C: 0.8224 -5.6089 0.9945
C: 0.7151 -4.1425 1.3862
N: 0.6203 -3.2253 0.2237
C: -0.5106 -3.6526 -0.6396
C: -0.4195 -5.1029 -1.0861
H: -1.2073 -5.9656 0.6467
H: -0.2267 -6.9776 -0.1832
H: 1.7280 -5.8133 0.4228
H: 0.8170 -6.2471 1.8764
H: 1.5991 -3.9003 1.9707
H: -0.1577 -3.9704 2.0193
H: 1.4824 -3.3102 -0.3157
H: -0.5398 -3.0278 -1.5314
H: -1.4324 -3.4799 -0.0807
H: 0.4729 -5.2946 -1.6822
H: -1.2948 -5.3885 -1.6667
F: 1.4795 4.1468 3.0619
C: 1.6193 2.8490 2.8467
C: 2.4978 2.4334 1.8538
C: 2.6058 1.0848 1.6037
C: 1.8672 0.1444 2.3543
C: 1.9790 -1.2924 2.0880
C: 1.0061 0.6155 3.3680
C: 0.8746 1.9647 3.6169
H: 3.0807 3.1694 1.3171
H: 3.3061 0.7284 0.8582
H: 1.6804 -1.9233 2.9220
H: 2.8997 -1.6183 1.6092
H: 0.4746 -0.0979 3.9868
H: 0.2481 2.3453 4.4131
C: -0.7878 0.8790 -3.0754
N: 0.6111 1.2210 -2.9213
C: 1.1537 2.4420 -3.5439
C: 2.6393 2.4228 -3.1356
N: 2.7016 1.2234 -2.2841
C: 1.5344 0.5970 -2.2293
S: 1.3629 -0.9478 -1.4342
H: -1.0283 0.7967 -4.1348
H: -1.4081 1.6588 -2.6321
H: -0.9900 -0.0714 -2.5902
H: 0.6210 3.3119 -3.1614
H: 1.0109 2.3920 -4.6223
H: 2.9271 3.3037 -2.5671
H: 3.3053 2.3183 -3.9888
H: 3.5544 0.8134 -1.9424

## Properties
HOMO energy: -17.065 eV
total charge: +3
orbital gap: 7.946 eV
relative energy (zero: lowest compared OMol25 entry of this formula, charge and spin): 0.000 eV
E_tot: -69900.4010 eV

Mulliken analysis output, partial charges in e: Ti 0.25; C -1.83; C 0.86; N 0.77; O -0.36; C 0.05; C -1.75; N 0.69; O -0.75; H 0.41; H 0.44; H 0.45; H 0.34; H 0.43; H 0.39; H 0.40; N -0.11; C -1.00; C -0.75; N 0.14; C -0.38; C -0.97; H 0.40; H 0.37; H 0.42; H 0.47; H 0.46; H 0.36; H 0.46; H 0.24; H 0.41; H 0.41; H 0.44; F -0.35; C 0.43; C -0.80; C -0.48; C 0.54; C -0.82; C -0.31; C -0.73; H 0.55; H 0.52; H 0.49; H 0.44; H 0.42; H 0.56; C -0.73; N 0.17; C -0.52; C -0.61; N -0.08; C 0.31; S -0.54; H 0.35; H 0.28; H 0.12; H 0.29; H 0.42; H 0.30; H 0.37; H 0.27

Computed, not measured: C19H32N6O3 in the gas phase at a distorted geometry, with ωB97M-V/def2-TZVPD.

Cartesian coordinates (Å):
C: 3.3691 2.5065 -2.9487
C: 2.0474 2.3615 -2.2035
C: 2.2046 1.7444 -0.8138
C: 2.5976 0.2694 -0.8585
C: 2.8128 -0.3078 0.5438
N: 1.6413 -0.1876 1.3787
C: 0.5069 -0.9281 1.4007
C: 0.2508 -2.1182 0.5402
N: -1.0257 -2.0024 -0.1378
C: -1.0669 -0.9033 -1.0791
C: -2.4810 -0.7557 -1.6286
N: -2.8649 -1.9792 -2.3094
C: -4.1431 -1.8757 -2.9978
C: -4.1793 -2.8853 -4.1506
O: -3.0358 -2.7585 -4.9536
C: -2.8227 -3.0790 -1.3608
C: -1.4105 -3.2280 -0.8056
N: -0.3610 -0.5003 2.3014
C: 0.2246 0.5659 2.8820
C: 1.4770 0.7928 2.3343
C: 2.3284 1.8441 2.7955
O: 3.4488 2.1194 2.4043
N: 1.7192 2.5831 3.8121
C: 2.5162 3.6785 4.3413
C: 0.4633 2.3880 4.3751
O: 0.0429 3.1000 5.2624
N: -0.2827 1.3433 3.8755
C: -1.5974 1.0637 4.4099
H: 3.8022 1.5364 -3.1783
H: 3.2159 3.0361 -3.8861
H: 4.0811 3.0690 -2.3492
H: 1.5986 3.3509 -2.0918
H: 1.3586 1.7526 -2.7947
H: 1.2544 1.8427 -0.2814
H: 2.9576 2.2986 -0.2501
H: 3.5331 0.1510 -1.4054
H: 1.8241 -0.2966 -1.3821
H: 3.6085 0.2513 1.0414
H: 3.1023 -1.3609 0.4817
H: 1.0877 -2.2611 -0.1667
H: 0.1950 -2.9993 1.1884
H: -0.7831 0.0148 -0.5612
H: -0.3713 -1.0687 -1.9243
H: -2.5073 0.0703 -2.3433
H: -3.1622 -0.5261 -0.7928
H: -4.2158 -0.8711 -3.4209
H: -5.0010 -2.0337 -2.3259
H: -5.0464 -2.7011 -4.7891
H: -4.2549 -3.9107 -3.7576
H: -2.3022 -2.5905 -4.3436
H: -3.1097 -4.0025 -1.8664
H: -3.5171 -2.9048 -0.5215
H: -1.3919 -4.0455 -0.0816
H: -0.7188 -3.4743 -1.6329
H: 1.9301 4.1924 5.0980
H: 3.4357 3.2846 4.7743
H: 2.7778 4.3592 3.5314
H: -1.6372 0.0303 4.7519
H: -2.3491 1.2065 3.6336
H: -1.7745 1.7484 5.2365

## Properties
HOMO energy: -8.353 eV
total charge: 0
orbital gap: 8.994 eV
relative energy (zero: lowest compared OMol25 entry of this formula, charge and spin): 1.625 eV
E_tot: -35307.1781 eV
structure (SMILES): CCCCCn1c(CN2CCN(CCO)CC2)nc2c1c(=O)n(C)c(=O)n2C

Mulliken analysis output, partial charges in e: C -1.27; C -0.58; C -0.28; C -0.03; C -1.54; N 0.11; C -0.04; C -0.86; N 0.13; C 0.35; C -1.58; N 0.37; C -0.67; C -0.42; O -0.56; C -0.74; C -0.83; N -0.77; C 1.33; C -0.01; C 0.08; O -0.67; N -0.04; C -1.15; C 0.86; O -0.69; N 0.01; C -1.11; H 0.32; H 0.41; H 0.30; H 0.38; H 0.26; H 0.22; H 0.32; H 0.48; H 0.00; H 0.54; H 0.41; H 0.33; H 0.49; H 0.10; H 0.05; H 0.51; H 0.31; H 0.38; H 0.35; H 0.39; H 0.25; H 0.35; H 0.40; H 0.31; H 0.39; H 0.31; H 0.37; H 0.32; H 0.32; H 0.33; H 0.31; H 0.39